No. 1
235
Properties=species:S:1:pos:R:3 method="wB97M-V/def2-TZVPD" max_force_ha_per_bohr=0.137 homo_lumo_gap_ha=0.0232 energy_ev=-403919.7204 multiplicity=1 total_charge=-1
S 8.7276 5.2591 6.9642
S -7.6694 5.2665 -8.1775
S -2.9205 -5.3173 -9.4096
S 10.1102 6.7953 5.6512
S -15.0001 -3.8576 -1.5244
S 6.4718 -6.0994 5.5382
S 5.4201 -9.7368 -4.5546
S -12.8574 -3.2029 -0.4838
S -2.2340 -5.4608 -6.9716
S -3.4018 5.5817 2.5511
S 4.2827 -7.5165 5.4538
S -5.6934 3.6812 -7.7723
S 7.4706 -11.2352 -4.4325
S -2.5983 6.2870 0.2686
F -12.1938 -4.1111 1.9549
F 10.5198 9.3542 6.3488
F 5.4339 -7.8219 -2.6725
F 8.6739 -13.4877 -3.8347
F 2.3688 -8.1476 7.4710
F 8.3339 -4.2154 5.7443
F -1.1181 -7.7627 -6.6900
F -16.9622 -5.0419 -3.0056
F -2.4738 8.5442 -1.2711
F -5.8862 5.2064 3.5082
F 9.5675 -11.6808 -2.8116
F -4.9089 3.3753 2.8746
F -4.3642 8.2785 -0.3576
F -3.2700 -7.9441 -6.6719
F -9.5728 6.1720 -9.9999
F 6.4126 4.4609 5.7095
F -3.4814 3.7387 -9.0805
F 6.5191 3.5837 7.6904
F 6.3568 -3.4219 5.3979
F -10.8494 -4.8837 0.2844
F -2.1437 -7.0389 -11.2684
F 3.6495 -8.9793 -2.7590
F -15.9568 -6.4142 -1.6720
F -7.4747 6.6198 -10.6256
F -3.4993 -5.4973 -12.0270
F 11.4869 8.8752 4.5097
F 3.9945 -7.5065 -4.2747
F -3.2126 4.5747 -7.0048
F 9.3781 9.2318 4.5902
F -3.9086 7.0568 -2.0813
F -3.4481 2.4449 -7.3142
F 6.1403 5.6865 7.3945
F 4.4306 -7.8471 8.1659
F -4.3176 4.2617 4.5932
F 3.9228 -9.5944 7.1294
F -1.4831 -5.0136 -11.7262
F 6.8757 -4.1840 7.4277
F -8.2893 4.5708 -10.6887
F -10.7219 -2.8018 1.1022
F -2.2376 -7.1691 -4.8707
F -15.0288 -5.7375 -3.4962
F 7.7507 -12.5796 -2.0124
O 8.4785 -10.4422 -5.1190
O -8.4530 4.1446 -7.7331
O 3.0577 -7.3998 4.6816
O -6.1528 2.4499 -8.4263
O -11.9441 -2.6224 -1.4893
O -13.5743 -2.1574 0.2798
O 4.3422 -10.6700 -4.8287
O 10.2639 6.0641 4.3845
O 9.3784 4.1333 6.2526
O 11.1176 6.6252 6.7227
O -14.7615 -2.7874 -2.5163
O -3.6104 -4.9915 -6.8226
O -2.1629 4.7840 2.7369
O -4.1889 -5.9949 -9.1210
O -7.8812 6.5539 -7.4612
O -3.0263 -3.8229 -9.4143
O 6.7401 -12.1589 -5.2978
O 6.5969 -6.2403 4.0758
O 5.8604 -9.0582 -5.8022
O 7.2785 -7.0000 6.3627
O -2.0431 5.2480 -0.5816
O 6.4885 -0.0226 -10.2170
O -3.3854 6.9138 3.1798
O 5.2288 -8.5458 4.9624
O 9.0750 5.2750 8.4028
O -1.5947 6.9385 1.0394
O -16.0290 -3.5049 -0.5524
O -6.0337 3.7294 -6.3473
O -1.2077 -4.6630 -6.3198
O -9.0840 5.1264 0.0063
N 4.0045 -1.9844 -9.7693
N -5.9752 4.9585 -8.5974
N 7.0363 7.7406 -1.6112
N 0.8425 -4.5409 17.4417
N -0.0922 -0.8974 -0.1255
N 4.9961 -6.0448 6.0649
N -1.8021 -5.9028 -8.6040
N -3.9295 5.6389 1.0969
N -12.0172 5.0738 -0.9385
N 8.6461 6.8155 6.1720
N -13.8247 -4.5925 -0.8993
N 0.4896 -3.8375 10.4741
N 6.6337 -10.4030 -3.4566
C 0.5201 -0.3396 1.1861
C -0.2545 -5.1800 16.8669
C 3.6884 -8.2940 7.1321
C -13.5157 5.4731 -1.2592
C -3.9096 -0.5754 -1.0979
C 6.7658 4.6398 6.9127
C 8.4176 8.3789 -1.8792
C 1.6212 -4.2696 12.5001
C 6.2824 8.7393 -0.7515
C -12.1827 4.7554 0.5780
C 0.5457 -3.5173 9.0698
C 5.9408 -0.3886 -9.0312
C 4.5755 -8.4420 -3.4913
C -0.7184 -3.8539 11.1660
C -11.6130 3.9516 -1.8286
C 4.9945 8.1034 -0.2066
C -11.5630 -3.7927 0.8412
C 0.5467 -0.3712 -1.3966
C -0.3424 -5.1423 15.4979
C 7.0339 -4.3329 6.0794
C 0.4520 -4.1681 13.2300
C 10.3787 8.6984 5.1708
C -8.3052 5.7442 -10.0302
C -3.7887 3.6308 -7.8273
C -2.4819 -0.9837 -1.3769
C -15.7906 -5.3685 -2.4960
C 0.5308 -4.2627 14.7380
C 1.5669 -2.9532 0.1012
C 8.4594 -12.3800 -3.1397
C 5.3543 -1.8837 -9.0629
C 9.2722 7.6860 -2.9766
C -4.7228 4.5521 3.4152
C -1.6364 -0.6061 -0.1044
C 3.9400 -1.4982 -11.2083
C 6.2702 7.3823 -2.9644
C -2.2336 -7.2314 -6.2212
C 2.1003 -0.7641 1.3764
C -11.0711 6.2899 -0.9868
C 7.2772 6.3705 -0.8933
C 0.9795 -4.5534 18.9027
C -9.5708 6.0489 -0.9583
C 1.4913 -3.5310 15.4197
C 3.4597 -3.4245 -9.7432
C 2.2291 -2.2482 1.2426
C -3.3518 7.5719 -0.9752
C 5.3324 6.9003 0.6169
C 1.6537 -4.1608 11.1266
C 1.6933 -3.7488 16.7806
C -0.7523 -4.0625 12.5266
C 0.0384 -2.4439 -0.0396
C 10.6544 8.2961 -3.3561
C 5.9296 5.8442 -0.2901
C 2.9126 -1.1729 -9.0436
C -2.4697 -5.8023 -11.1867
H -4.4089 -0.7517 -2.0507
H 6.1640 -2.4856 -9.4756
H 1.3724 -2.8296 8.8915
H -8.1294 5.2200 0.0456
H 10.6361 9.3460 -3.6483
H 2.0495 -4.5883 19.1077
H -0.4845 -2.8257 -0.9165
H 2.8760 -1.4807 -7.9986
H -2.0352 -1.0119 0.8254
H 6.5804 6.4213 -3.3748
H -10.5788 3.6630 -1.6410
H -1.6501 0.4609 0.1178
H 5.1857 0.3813 -8.8726
H 4.4557 6.4403 1.0729
H -2.3882 -2.0251 -1.6847
H 2.5309 -0.4581 2.3298
H 4.4687 8.7643 0.4825
H 0.1587 -0.7525 -2.3412
H 0.5216 -5.4725 19.2683
H 3.2928 -2.3757 1.0418
H 3.0305 -1.8006 -11.7275
H 7.0126 9.0268 0.0050
H 8.6822 7.5358 -3.8808
H 4.0561 -0.4144 -11.2069
H 8.3111 9.4382 -2.1128
H 4.7875 -1.9589 -11.7158
H 2.5942 -0.2575 0.5472
H -2.1593 -0.3193 -2.1785
H 5.1968 5.4150 -0.9734
H 0.7678 -4.4512 8.5535
H -9.0284 6.9759 -0.7722
H -11.3340 6.9121 -0.1313
H 1.9242 -1.3895 -9.4489
H 1.9166 -2.7367 2.1655
H 6.2859 5.0221 0.3306
H -0.5409 -2.9263 0.7477
H -11.6040 4.3701 -2.8350
H -12.9514 3.9932 0.7059
H 6.3567 0.9196 -10.3449
H -4.0092 0.4866 -0.8738
H 5.2919 -2.1855 -8.0174
H 9.5518 6.6829 -2.6545
H 6.7804 -0.3484 -8.3372
H 1.6830 -4.0366 0.1279
H 2.5476 -3.4460 -10.3396
H -9.1503 5.7738 -1.9255
H 3.1429 -0.1075 -9.0476
H -1.7400 -4.1430 12.9560
H 1.6090 -0.6149 -1.4034
H -12.5621 5.5809 1.1803
H 5.2203 7.2047 -2.7313
H 2.4647 -3.2273 17.3278
H -0.4187 -3.0679 8.8330
H 0.3975 0.6980 -1.5474
H -0.0319 -0.7460 2.0337
H 2.2340 -2.9300 14.9163
H 4.2797 7.8182 -0.9785
H -13.6421 5.6372 -2.3293
H -13.6781 6.3850 -0.6847
H 0.4686 0.7453 1.0950
H -4.3150 -1.1239 -0.2477
H 2.5631 -4.3475 13.0227
H -1.0327 -5.7576 14.9400
H 0.5095 -3.7007 19.3927
H 11.4505 8.3594 -2.6143
H 11.0779 7.7648 -4.2085
H -11.2528 4.3859 1.0101
H 2.1413 -2.7426 -0.8009
H 8.0220 6.6601 -0.1520
H 4.2511 -4.0240 -10.1931
H 6.3432 8.2907 -3.5623
H -1.6018 -3.7346 10.5562
H -14.1648 4.6490 -0.9632
H 3.2715 -3.8220 -8.7458
H -12.2928 3.1082 -1.7071
H -11.3925 7.0104 -1.7389
H 7.7933 5.7089 -1.5890
H -0.9149 -5.7648 17.4900
H 9.0419 8.3643 -0.9858
H 2.6195 -4.1648 10.6432
H 5.8828 7.2146 1.5038
H 6.1025 9.6774 -1.2766

=====

No. 2
163
Properties=species:S:1:pos:R:3 method="wB97M-V/def2-TZVPD" max_force_ha_per_bohr=0.020 homo_lumo_gap_ha=0.2568 energy_ev=-108724.3923 multiplicity=1 total_charge=-1
Pb 0.3601 0.1101 0.8471
Sb -0.3789 -0.2695 -4.5674
S 0.1775 2.7755 0.2333
P -3.4515 -0.1155 0.6406
O -4.4474 0.8724 -0.1654
O -3.6798 -1.4546 0.0609
O -2.0465 0.4326 0.7214
O -3.9850 -0.0184 2.1838
N 0.6187 -0.3637 3.2497
N 1.9170 2.7479 2.8878
N 1.2463 -3.3742 1.6921
N 1.3311 -1.5102 3.4992
N 3.1275 -1.6910 1.5456
N 0.4722 -2.9608 0.6633
N 3.0447 -0.4430 1.0003
C -4.9827 -0.8789 2.7571
C 5.4334 0.6668 -1.6231
C -4.9013 2.7450 1.3653
C 4.2994 -2.2719 1.2109
C 4.1922 -0.2416 0.3383
C 5.0093 -1.3773 0.4501
C -1.1030 -0.2265 -7.7260
C -0.0904 1.9607 -4.6120
C -4.3451 -2.2339 3.0748
C -5.9016 2.5515 -0.9168
C 5.5676 1.7887 0.6027
C 2.6493 -0.7435 -4.0968
C 0.1684 2.2893 5.4839
C 3.1670 4.9897 3.9567
C 3.3894 3.7531 4.4789
C -0.0488 2.6030 -5.9930
C -0.7023 1.2999 4.6909
C 4.6436 1.0213 -0.3560
C 1.2005 2.2809 -3.8716
C -4.6539 2.2878 -0.0732
C 1.2012 -4.7242 1.7967
C 1.8141 -3.0053 5.5003
C 1.9787 6.4154 2.3412
C -6.1952 -1.0638 1.8400
C 1.6166 -1.1785 -5.1372
C 2.8820 1.2898 4.5597
C -0.2787 -5.0088 -2.1421
C -2.9662 0.1732 -6.1151
C -0.9346 -4.0658 -1.1183
C 4.6966 -3.6707 1.5460
C -0.0575 -4.0415 0.1066
C 1.9836 -5.5526 2.7655
C 1.7015 3.9628 2.3218
C 0.5659 5.3654 0.7103
C -1.9135 0.8972 5.5465
C 1.3888 -2.6809 -4.9740
C -1.6849 -0.6161 -6.3737
C 1.2542 -1.8025 4.8155
C 2.1446 -0.8729 -6.5350
C 0.1191 0.0618 4.4136
C 2.2854 5.1473 2.8658
C 0.3774 -5.1881 0.7979
C 0.4991 -0.8287 5.4251
C -1.2681 2.4945 -3.7967
C -3.4722 3.0488 -0.6562
C 2.7110 2.6403 3.9296
C 0.8584 4.0837 1.1640
C 3.4569 1.8794 -0.7424
C 1.1085 6.5143 1.2886
C -1.1029 -2.6688 -1.7248
C -5.4299 -0.1955 4.0489
C -1.1867 1.9815 3.4217
C -2.3165 -4.6144 -0.7357
C -2.0227 -2.1060 -6.3750
B 2.1405 -2.4133 2.5077
H 4.8196 0.0692 -2.2995
H -1.8225 -0.4671 -8.5195
H -2.2287 2.1553 -4.1913
H 5.0107 2.1176 1.4781
H -6.6457 -0.0948 1.6154
H -3.7203 -0.0842 -6.8686
H -0.3351 2.3023 2.8247
H -1.0133 2.5468 -6.5001
H 0.9921 2.6473 4.8654
H 4.0645 3.6125 5.3138
H 2.0249 -5.0967 3.7506
H 5.9866 2.6685 0.1076
H -1.8008 1.3060 2.8312
H -3.3820 -0.0533 -5.1302
H 0.6564 -3.0587 -5.6894
H 0.7099 2.1412 -6.6283
H 1.2568 3.3566 -3.6686
H -0.2414 -6.0320 -1.7647
H 2.0936 0.1946 -6.7585
H 6.3872 1.1492 0.9373
H 0.8431 7.4893 0.8970
H 5.6716 -3.8737 1.1064
H -6.1451 3.6150 -0.8988
H 4.7527 -3.8349 2.6229
H -5.0491 3.8258 1.3890
H -2.8338 -2.3049 -7.0863
H -3.3388 2.7883 -1.7082
H -4.0065 -2.6858 2.1436
H -1.1657 -2.7127 -6.6724
H 2.6916 0.5270 3.8158
H 2.0728 2.0041 -4.4643
H 1.2386 1.7605 -2.9154
H -5.7902 2.2631 1.7775
H -5.0620 -2.8913 3.5700
H 3.5121 -1.4193 -4.1347
H 3.7719 2.7708 -1.2900
H -1.2666 3.5906 -3.8107
H -5.8189 0.8015 3.8364
H 1.0264 -2.9026 -3.9685
H -2.6055 1.7373 5.6294
H -2.8339 -3.8960 -0.1041
H -5.7221 2.2433 -1.9474
H -1.8159 -2.0980 -1.1298
H 2.7677 1.3118 -1.3656
H -0.8543 -5.0081 -3.0706
H 1.6452 -2.8983 6.5704
H 2.2420 -0.7725 -3.0819
H -6.7480 1.9821 -0.5285
H 2.8335 -3.0895 3.2023
H 0.7438 -4.6948 -2.3622
H 2.3262 -3.2290 -5.1286
H -0.1828 -0.7674 -7.9350
H 0.5866 1.8260 6.3807
H -2.2276 -5.5667 -0.2076
H 1.3018 -3.9064 5.1623
H 0.1339 -6.2177 0.5945
H 3.0144 0.2636 -4.2916
H 2.1581 1.1634 5.3704
H 3.0096 -5.6852 2.4163
H -0.8939 0.8410 -7.7787
H -2.4354 0.0638 5.0756
H -1.1940 2.1754 -2.7549
H 3.9713 -4.3738 1.1333
H -6.2104 -0.7871 4.5296
H -5.8727 -1.5199 0.9069
H -2.9207 -4.7600 -1.6352
H 1.5270 -6.5374 2.8497
H -0.4348 3.1480 5.7879
H 5.7232 1.5862 -2.1367
H -4.0460 2.4885 1.9873
H -3.6464 4.1229 -0.5680
H -0.1538 -2.1269 -1.7497
H 3.8875 1.1729 4.9672
H -6.9361 -1.7012 2.3250
H 2.4267 7.2958 2.7872
H -4.5897 -0.0950 4.7359
H -2.7886 1.2481 -6.1782
H 0.2058 3.6651 -5.8875
H -1.4914 -2.7490 -2.7414
H 3.1930 -1.1878 -6.6115
H -0.1006 5.4431 -0.1389
H 0.2574 -0.7713 6.4727
H 5.9909 -1.5249 0.0335
H -3.4798 -2.0856 3.7246
H -2.5635 2.7895 -0.1242
H 3.6547 5.8647 4.3728
H -1.7829 2.8610 3.6744
H 1.5860 -1.4164 -7.2968
H 6.3441 0.1095 -1.3973
H 2.9212 2.1841 0.1462
H 2.8805 -3.1323 5.3182
H -2.3582 -2.4426 -5.3909
H -1.6114 0.6037 6.5538